Molecular formula: C23H38GaN2O7S
Method: DFT, the ωB97M-V functional and the def2-TZVPD basis

The geometry in ORCA input format:
```
! wB97M-V def2-TZVPD RIJCOSX def2/J DEFGRID3
* xyz -1 1
C 2.598 -2.910 -2.504
C 1.429 -2.234 -2.393
C 0.166 -3.020 -2.697
O -0.025 -3.379 -3.825
O -0.627 -3.265 -1.646
C -1.949 -3.730 -1.980
C -2.887 -3.185 -0.891
C -2.575 -3.711 0.519
C -2.955 -2.611 1.532
C -1.783 -1.587 1.688
C -2.280 -0.160 1.364
Ga -0.769 1.212 1.353
C 0.386 0.779 -0.297
O 1.741 1.278 -0.206
C 2.073 2.174 -1.236
C 0.267 1.224 3.104
C 1.683 1.664 2.973
C 2.025 3.062 2.477
N 2.618 0.846 3.257
N -1.617 3.010 1.077
C -2.014 3.189 -0.032
S -2.487 3.500 -1.557
H 2.694 -3.799 -1.884
H 3.375 -2.600 -3.193
H 1.358 -1.202 -2.054
H -1.971 -4.821 -1.918
H -2.313 -3.355 -2.931
H -2.784 -2.103 -0.946
H -3.903 -3.422 -1.224
H -3.140 -4.635 0.674
H -1.506 -3.916 0.576
H -3.841 -2.064 1.207
H -3.221 -3.083 2.484
H -1.448 -1.643 2.724
H -0.997 -1.842 0.975
H -2.765 -0.197 0.381
H -3.050 0.129 2.091
H -0.162 1.165 -1.165
H 0.451 -0.313 -0.395
H 1.205 2.698 -1.645
H 2.605 1.643 -2.042
H 2.773 2.914 -0.830
H 0.276 0.241 3.579
H -0.223 1.908 3.812
H 2.737 3.030 1.656
H 1.133 3.623 2.191
H 2.521 3.592 3.295
H 3.520 1.306 3.098
O 5.082 2.370 3.478
C 6.006 1.896 2.891
O 6.981 1.166 3.494
C 7.999 0.828 2.540
C 7.323 0.924 1.181
C 6.302 2.033 1.411
H 8.823 1.538 2.646
H 8.369 -0.173 2.750
H 8.019 1.124 0.367
H 6.806 -0.009 0.958
H 6.721 3.023 1.228
H 5.399 1.889 0.822
O -3.346 -0.090 -2.547
C -4.505 0.164 -2.662
O -5.431 -0.764 -3.046
C -6.712 -0.139 -3.203
C -6.647 1.127 -2.363
C -5.173 1.511 -2.468
H -6.865 0.075 -4.264
H -7.489 -0.823 -2.866
H -7.332 1.903 -2.704
H -6.891 0.896 -1.325
H -4.972 2.130 -3.343
H -4.812 2.001 -1.571
*
```

For the energy above the lowest of the compared OMol25 structures with the same formula, charge and spin, the calculation gives 0.000 eV. The HOMO-LUMO gap comes out at 7.01 eV. For the HOMO energy, the calculation gives -4.59 eV. For the total energy, the calculation gives -3858.329088 hartree.

Mulliken atomic charge list, values in e, 8 entries: C -0.777; C -0.090; C 0.692; O -0.501; O -0.142; C -0.912; C 0.391; C -0.850